No. 1
ORCA calculation (ωB97M-V with the def2-TZVPD basis set) on a structure of composition C42H30BaBr5N8O3S2Se2 in a non-equilibrium geometry.

Results
- HOMO level (eV) = -3.222
- energy relative to the best compared isomer or geometry (same formula, charge and spin) (kcal per mole) = 21.46
- maximum force (Eh/bohr) = 0.0663
- net charge = -1
- E_tot (eV) = -565374.88982
- LUMO (eV) = 0.41

Last column: Mulliken charge in e.
Cartesian coordinates (Å):
Ba 11.38 12.72 13.14  1.041
Se 11.79 16.73 12.69  0.097
Se 11.29 17.26 15.07  -0.054
C 12.39 16.22 16.23  0.062
C 13.62 16.74 16.68  -0.584
C 14.46 15.89 17.44  -0.302
C 13.94 14.64 17.81  -0.534
C 12.67 14.25 17.38  -0.490
N 11.86 15.09 16.71  0.025
C 9.99 16.32 12.30  -0.148
C 9.14 17.30 11.71  -0.729
C 7.83 16.94 11.39  -0.364
C 7.33 15.74 11.87  -1.004
C 8.22 14.90 12.55  -0.459
N 9.56 15.11 12.66  0.996
H 13.88 17.76 16.34  0.352
H 15.49 16.22 17.60  0.388
H 14.49 13.93 18.41  0.469
H 12.15 13.32 17.67  0.512
H 9.45 18.30 11.51  0.499
H 7.27 17.58 10.71  0.352
H 6.36 15.39 11.61  0.468
H 7.87 13.97 12.99  0.540
Br 6.92 10.02 7.77  -0.238
C 8.18 11.20 8.65  0.301
C 8.94 12.17 7.87  -0.007
Br 8.15 12.65 6.18  -0.260
C 10.03 12.80 8.46  0.197
Br 11.11 14.01 7.41  -0.192
C 10.25 12.78 9.92  0.448
O 11.07 13.46 10.59  -0.336
C 9.26 11.97 10.70  -0.108
O 9.29 12.09 11.95  -0.586
C 8.36 11.09 10.01  -0.241
Br 7.44 9.94 11.19  -0.218
S 7.81 12.90 17.20  -0.349
C 7.97 14.62 16.84  -0.711
C 8.74 14.85 15.76  -0.797
C 9.56 13.71 15.40  0.502
C 9.12 12.59 16.03  0.330
C 9.80 11.25 16.01  -0.005
C 9.55 10.37 17.07  -0.823
C 10.13 9.11 16.99  -0.356
C 11.08 8.77 16.03  -1.369
C 11.23 9.67 14.99  -0.393
N 10.61 10.85 15.00  0.741
H 7.34 15.29 17.34  0.489
H 8.86 15.84 15.35  0.354
H 8.92 10.62 17.96  0.350
H 9.81 8.36 17.71  0.367
H 11.49 7.78 16.03  0.477
H 11.85 9.52 14.08  0.464
Br 15.34 15.56 13.28  -0.045
C 14.97 15.26 11.45  0.239
C 15.77 15.99 10.51  -0.789
C 15.38 16.06 9.22  -0.430
C 14.27 15.27 8.82  -0.670
C 13.60 14.50 9.80  0.626
N 14.02 14.47 11.08  0.355
H 16.57 16.57 10.90  0.459
H 16.01 16.65 8.52  0.343
H 13.91 15.33 7.81  0.392
H 12.69 13.96 9.50  -0.621
N 18.24 10.87 16.94  -0.289
C 18.16 11.14 15.63  0.284
S 19.50 11.04 14.61  -0.375
C 16.82 11.36 15.04  1.123
C 16.64 11.63 13.65  -1.121
C 15.43 12.23 13.27  -0.445
N 14.36 12.28 14.06  0.692
C 14.49 11.78 15.30  -0.623
C 15.67 11.25 15.82  -1.232
H 19.13 10.93 17.43  0.225
H 17.38 10.92 17.49  0.188
H 17.51 11.61 12.99  0.395
H 15.28 12.66 12.28  0.421
H 13.61 11.81 15.93  0.417
H 15.57 10.76 16.80  0.272
N 9.69 7.07 10.22  -0.247
C 10.92 7.24 9.59  0.323
O 11.19 6.64 8.55  -0.672
C 11.88 8.25 10.19  0.005
C 13.16 8.40 9.61  -0.304
C 13.99 9.47 9.94  -1.116
C 13.45 10.43 10.81  -0.012
N 12.31 10.27 11.47  0.667
C 11.56 9.17 11.18  -0.133
H 9.08 6.35 9.86  0.226
H 9.30 7.64 10.96  0.120
H 13.40 7.65 8.85  0.405
H 14.92 9.63 9.40  0.438
H 13.96 11.37 10.87  0.206
H 10.70 9.05 11.82  0.136

---

No. 2
ORCA calculation (ωB97M-V with the def2-TZVPD basis set) on a structure of composition C42H30BiN6P2Se2.

Results
- HOMO level (eV) = -10.110
- maximum force (Eh/bohr) = 0.0087
- net charge = +1
- E_tot (eV) = -208084.97373
- LUMO (eV) = -4.41

Last column: Mulliken charge in e.
Cartesian coordinates (Å):
Bi -0.18 0.00 0.37  1.379
Se 0.60 -4.26 -5.11  -0.358
P -1.33 -3.92 -4.34  0.446
C -2.05 -5.42 -3.60  0.727
C -3.40 -5.73 -3.72  -0.177
C -3.89 -6.93 -3.21  -0.776
C -3.03 -7.82 -2.58  -0.608
C -1.68 -7.53 -2.48  -0.776
C -1.19 -6.34 -3.00  -0.410
C -2.55 -3.29 -5.51  0.653
C -3.75 -2.74 -5.07  0.086
C -4.68 -2.26 -5.98  -0.724
C -4.40 -2.32 -7.34  -0.566
C -3.20 -2.86 -7.78  -0.655
C -2.27 -3.34 -6.87  -0.929
C -1.27 -2.55 -3.13  1.495
C -1.10 -2.33 -1.77  -0.934
N -0.83 -0.99 -1.65  0.504
N -0.84 -0.43 -2.85  -1.032
N -1.10 -1.34 -3.74  -0.282
P -1.23 -3.41 -0.35  -0.115
Se -1.18 -2.43 1.62  -0.468
C 0.17 -4.53 -0.42  1.542
C 0.35 -5.49 0.58  -0.613
C 1.45 -6.33 0.54  -1.023
C 2.39 -6.19 -0.47  -0.543
C 2.24 -5.21 -1.44  -0.935
C 1.13 -4.37 -1.41  -0.433
C -2.87 -4.16 -0.44  0.987
C -3.18 -5.28 0.34  -0.461
C -4.49 -5.72 0.42  -0.779
C -5.50 -5.04 -0.25  -0.617
C -5.19 -3.92 -1.02  -0.596
C -3.88 -3.48 -1.11  -0.056
H -4.07 -5.06 -4.23  0.400
H -4.94 -7.17 -3.33  0.452
H -3.42 -8.75 -2.19  0.432
H -1.00 -8.24 -2.03  0.468
H -0.12 -6.15 -2.99  0.369
H -3.96 -2.68 -4.00  0.146
H -5.61 -1.84 -5.63  0.436
H -5.12 -1.94 -8.05  0.393
H -2.98 -2.89 -8.84  0.413
H -1.32 -3.74 -7.21  0.362
H -0.36 -5.58 1.39  0.442
H 1.58 -7.08 1.31  0.461
H 3.26 -6.84 -0.50  0.439
H 2.97 -5.10 -2.23  0.453
H 1.01 -3.64 -2.20  0.601
H -2.41 -5.81 0.87  0.127
H -4.73 -6.59 1.02  0.468
H -6.52 -5.38 -0.18  0.424
H -5.97 -3.39 -1.55  0.459
H -3.65 -2.60 -1.70  0.389
N 4.80 8.84 3.13  -0.467
C 4.27 7.88 2.81  -0.169
C 3.59 6.68 2.40  0.606
C 3.01 6.60 1.13  -0.829
C 2.35 5.45 0.75  -0.003
C 2.28 4.36 1.62  -0.674
C 2.86 4.44 2.88  0.050
C 3.52 5.59 3.27  -0.829
C 1.56 3.12 1.20  0.264
C 0.16 3.17 1.26  0.426
C -0.61 4.27 1.70  -0.300
C -1.94 3.93 1.59  -1.128
C -1.96 2.62 1.08  -0.184
N -0.72 2.16 0.88  -0.177
C 2.37 2.06 0.80  0.269
C 3.78 2.09 0.68  -0.296
C 4.20 0.85 0.22  -1.188
C 3.04 0.08 0.07  -0.166
N 1.95 0.78 0.40  -0.186
H 3.08 7.44 0.46  0.469
H 1.89 5.38 -0.23  0.511
H 2.80 3.59 3.55  0.504
H 3.97 5.66 4.25  0.467
H -0.21 5.21 2.06  0.524
H -2.80 4.53 1.83  0.443
H -2.83 2.01 0.85  0.465
H 4.40 2.94 0.91  0.527
H 5.21 0.53 0.02  0.442
H 2.97 -0.94 -0.28  0.536

---

No. 3
ORCA calculation (ωB97M-V with the def2-TZVPD basis set) on a structure of composition C42H31AsN2O4S2TeTi in a non-equilibrium geometry.

Results
- HOMO level (alpha / beta) (eV) = 0.338 / -2.213
- energy relative to the best compared isomer or geometry (same formula, charge and spin) (kcal per mole) = 26.07
- maximum force (Eh/bohr) = 0.0252
- net charge = -2
- E_tot (eV) = -168149.14024
- LUMO (alpha / beta) (eV) = 3.85 / 3.85
- multiplicity = 3

Last column: Mulliken charge in e.
Cartesian coordinates (Å):
Ti 1.00 -0.21 2.36  -0.809
O 3.16 1.46 5.40  -0.811
C 2.30 1.04 4.63  0.446
O 2.43 0.13 3.73  -0.265
C 0.89 1.59 4.66  0.211
C 0.41 2.62 5.42  -0.614
C -0.92 3.05 5.23  -0.490
C -1.69 2.44 4.25  -1.000
C -1.16 1.41 3.50  -0.329
N 0.13 0.98 3.71  0.489
C -1.71 0.81 2.28  0.164
O -2.83 1.07 1.81  -0.817
O -0.82 0.09 1.66  1.151
H 1.07 3.08 6.14  0.524
H -1.31 3.89 5.79  0.390
H -2.70 2.77 4.02  0.499
S 0.18 -2.28 3.42  -0.718
C 0.31 -3.64 2.30  0.508
C 0.33 -4.92 2.88  -0.600
C 0.30 -6.07 2.13  -0.621
C 0.23 -5.99 0.74  -1.016
C 0.24 -4.74 0.15  -0.813
C 0.32 -3.56 0.89  0.424
As 0.33 -1.84 -0.08  1.033
C -1.42 -2.31 -0.90  0.749
C -2.49 -2.30 -0.01  -0.530
C -3.76 -2.67 -0.41  -0.783
C -3.99 -3.05 -1.73  -0.479
C -2.94 -3.04 -2.64  -0.694
C -1.66 -2.67 -2.22  -0.270
C 1.47 -2.25 -1.63  0.650
C 2.33 -3.32 -1.80  -0.480
C 3.15 -3.40 -2.92  -0.711
C 3.14 -2.39 -3.88  -0.520
C 2.30 -1.30 -3.70  -0.660
C 1.49 -1.23 -2.58  -1.101
H 0.35 -4.97 3.96  0.430
H 0.31 -7.04 2.62  0.338
H 0.17 -6.88 0.13  0.362
H 0.17 -4.67 -0.93  0.615
H -2.32 -1.99 1.02  0.165
H -4.58 -2.66 0.30  0.403
H -4.98 -3.34 -2.05  0.351
H -3.11 -3.33 -3.67  0.382
H -0.84 -2.67 -2.94  0.298
H 2.38 -4.10 -1.06  0.468
H 3.82 -4.24 -3.04  0.372
H 3.78 -2.46 -4.75  0.336
H 2.31 -0.49 -4.42  0.397
H 0.85 -0.36 -2.43  0.639
S 4.72 -1.17 -0.15  -0.349
C 4.44 -2.64 0.68  -0.380
C 3.34 -2.59 1.47  -0.719
C 2.64 -1.33 1.44  -0.155
C 3.31 -0.46 0.61  0.841
C 2.91 0.91 0.45  0.434
C 3.59 1.88 -0.27  -0.978
C 3.18 3.20 -0.25  -0.814
C 2.04 3.52 0.52  -0.785
C 1.39 2.53 1.21  -0.841
N 1.78 1.22 1.19  1.366
H 5.11 -3.48 0.53  0.459
H 3.03 -3.43 2.07  0.455
H 4.47 1.58 -0.83  0.390
H 3.72 3.96 -0.79  0.370
H 1.69 4.54 0.60  0.467
H 0.52 2.76 1.81  0.522
C -0.93 3.55 -2.23  -1.212
Te -1.71 2.27 -0.66  0.317
C -3.49 2.54 -1.86  -1.366
C -3.37 3.90 -2.49  0.763
C -4.47 4.65 -2.90  -0.705
C -4.30 5.92 -3.44  -0.478
C -3.03 6.44 -3.57  -0.491
C -1.92 5.69 -3.19  -0.676
C -2.08 4.42 -2.66  0.629
H -0.58 2.94 -3.07  0.390
H -0.08 4.14 -1.88  0.458
H -4.40 2.43 -1.27  0.529
H -3.49 1.76 -2.63  0.371
H -5.47 4.24 -2.78  0.400
H -5.17 6.50 -3.74  0.358
H -2.89 7.44 -3.98  0.368
H -0.92 6.10 -3.30  0.400

---

No. 4
ORCA calculation (ωB97M-V with the def2-TZVPD basis set) on a structure of composition C42H32N10SeTi in a non-equilibrium geometry.

Results
- HOMO level (alpha / beta) (eV) = -15.878 / -15.883
- maximum force (Eh/bohr) = 0.0661
- net charge = +3
- E_tot (eV) = -147415.80798
- LUMO (alpha / beta) (eV) = -9.24 / -9.07
- multiplicity = 2

Last column: Mulliken charge in e.
Cartesian coordinates (Å):
Ti -0.24 -0.29 0.12  0.145
C 1.91 0.91 -2.60  -1.549
N 0.67 0.11 -2.32  1.437
C -0.45 0.80 -3.00  -1.963
C -1.03 1.98 -2.27  0.408
C -2.19 2.56 -2.76  -0.820
C -2.66 3.75 -2.18  -0.735
C -1.98 4.25 -1.06  -0.841
C -0.84 3.60 -0.64  -0.218
N -0.42 2.44 -1.18  0.534
C 0.71 -1.23 -2.93  -1.990
C 1.28 -2.25 -2.04  0.727
C 2.06 -3.25 -2.64  -0.948
C 2.67 -4.22 -1.86  -0.868
C 2.44 -4.16 -0.47  -0.909
C 1.66 -3.14 0.07  -0.704
N 1.07 -2.18 -0.71  1.782
C 3.23 0.46 -1.98  0.396
C 4.42 0.73 -2.69  -1.039
C 5.67 0.46 -2.09  -0.608
C 5.69 -0.17 -0.82  -0.958
C 4.43 -0.39 -0.20  -0.250
N 3.28 -0.06 -0.74  0.222
H 1.66 1.97 -2.33  0.646
H 2.09 0.91 -3.69  0.585
H -1.28 0.06 -3.08  0.646
H -0.15 1.07 -4.03  0.610
H -2.65 2.15 -3.65  0.572
H -3.52 4.25 -2.63  0.482
H -2.33 5.15 -0.56  0.501
H -0.24 4.07 0.15  0.266
H 1.32 -1.25 -3.85  0.519
H -0.33 -1.53 -3.17  0.674
H 2.10 -3.26 -3.71  0.581
H 3.28 -4.98 -2.32  0.522
H 2.88 -4.88 0.21  0.508
H 1.53 -3.08 1.17  0.247
H 4.36 1.19 -3.65  0.556
H 6.55 0.71 -2.64  0.470
H 6.64 -0.49 -0.36  0.431
H 4.40 -0.86 0.77  0.499
C -3.09 -3.03 -2.24  -1.320
C -2.05 -2.71 -1.37  -0.236
N -1.99 -1.50 -0.75  1.483
C -3.16 -0.74 -0.72  0.173
C -4.34 -1.14 -1.44  0.740
C -4.25 -2.29 -2.24  -0.777
C -5.52 -0.38 -1.24  -0.891
C -5.63 0.57 -0.26  -1.012
C -4.48 0.93 0.56  0.657
C -4.53 1.79 1.69  -0.654
C -3.35 2.18 2.31  -1.113
C -2.12 1.60 1.88  -0.333
N -2.05 0.67 0.90  0.854
C -3.22 0.30 0.25  -0.209
H -2.97 -3.84 -2.95  0.534
H -1.17 -3.37 -1.21  0.576
H -5.11 -2.57 -2.83  0.516
H -6.36 -0.57 -1.90  0.483
H -6.57 1.10 -0.19  0.480
H -5.51 2.11 2.02  0.558
H -3.34 2.82 3.21  0.467
H -1.21 1.95 2.33  0.539
Se 2.61 0.45 7.37  0.382
N 3.01 1.27 5.77  -0.886
C 2.29 0.81 4.77  0.441
C 2.26 1.31 3.43  0.569
C 2.76 2.58 3.09  -0.808
C 2.48 2.99 1.77  -1.172
C 1.73 2.18 0.89  -0.811
N 1.12 1.01 1.29  1.118
C 1.43 0.56 2.55  0.177
C 0.64 -0.60 2.96  -0.269
N -0.10 -1.19 1.94  0.619
C -1.00 -2.19 2.29  -0.342
C -1.21 -2.57 3.62  -1.234
C -0.49 -1.98 4.68  -0.621
C 0.46 -1.00 4.32  0.438
C 1.35 -0.27 5.21  0.793
N 1.37 -0.51 6.50  -0.790
H 3.25 3.20 3.84  0.558
H 2.89 3.91 1.34  0.525
H 1.60 2.48 -0.16  0.552
H -1.51 -2.65 1.48  0.642
H -1.98 -3.29 3.87  0.448
H -0.56 -2.28 5.73  0.594

---

No. 5
ORCA calculation (ωB97M-V with the def2-TZVPD basis set) on a structure of composition C42H33BCl5N11S2Ti in a non-equilibrium geometry.

Results
- HOMO level (eV) = -8.297
- energy relative to the best compared isomer or geometry (same formula, charge and spin) (kcal per mole) = 9.45
- maximum force (Eh/bohr) = 0.0254
- E_tot (eV) = -168560.83216
- LUMO (eV) = -0.81

Last column: Mulliken charge in e.
Cartesian coordinates (Å):
Ti 0.76 0.27 -0.07  -0.574
C 0.47 4.31 3.31  -1.117
C 0.71 3.02 3.82  -0.563
N -0.05 2.12 3.22  -0.958
N -0.78 2.80 2.31  0.891
C -0.48 4.12 2.35  -0.259
B -1.88 2.13 1.50  0.950
N -1.90 0.62 1.78  0.731
C -2.83 -0.05 2.46  -0.227
C -2.44 -1.37 2.56  -1.753
C -1.22 -1.41 1.89  -0.332
N -0.89 -0.21 1.42  0.451
N -1.69 2.38 -0.02  0.042
C -2.40 3.18 -0.84  -0.044
C -1.89 3.06 -2.12  -2.013
C -0.84 2.16 -1.99  -0.392
N -0.72 1.76 -0.72  0.590
N -3.23 2.71 1.91  0.413
C -3.55 3.26 3.10  -0.328
C -4.91 3.33 3.19  -1.056
C -5.37 2.78 1.98  -0.410
N -4.36 2.39 1.22  -0.665
H 0.93 5.24 3.60  0.468
H 1.40 2.71 4.58  0.564
H -0.99 4.81 1.69  0.528
H -3.71 0.45 2.84  0.391
H -2.96 -2.18 3.04  0.466
H -0.57 -2.25 1.71  0.392
H -3.22 3.76 -0.46  0.605
H -2.23 3.56 -3.01  0.473
H -0.17 1.76 -2.73  0.723
H -2.77 3.54 3.80  0.440
H -5.50 3.73 4.00  0.461
H -6.38 2.65 1.63  0.380
S -6.45 -1.83 -1.83  -0.248
C -7.52 -0.53 -1.58  -0.376
C -6.86 0.61 -1.23  -0.846
C -5.45 0.42 -1.17  -0.088
C -5.07 -0.85 -1.48  0.585
C -3.72 -1.41 -1.52  0.305
C -2.62 -0.59 -1.16  0.123
N -1.38 -1.01 -1.13  0.890
C -1.15 -2.30 -1.42  -0.849
C -2.14 -3.19 -1.84  0.752
C -1.76 -4.53 -2.20  -1.102
C -0.48 -4.94 -2.13  -1.015
C 0.56 -4.06 -1.66  0.693
C 1.91 -4.43 -1.53  -0.742
C 2.83 -3.52 -1.07  0.573
C 2.36 -2.23 -0.73  -1.139
N 1.10 -1.87 -0.80  1.828
C 0.21 -2.76 -1.29  -0.856
C 4.25 -3.81 -0.87  0.180
C 5.13 -3.14 -0.08  0.000
C 6.43 -3.70 -0.11  -0.816
C 6.51 -4.79 -0.92  -0.391
S 5.01 -5.13 -1.66  -0.195
C -3.45 -2.71 -1.89  -1.163
H -8.58 -0.67 -1.69  0.443
H -7.35 1.55 -1.02  0.406
H -4.76 1.20 -0.87  0.388
H -2.78 0.45 -0.90  -0.344
H -2.53 -5.21 -2.54  0.459
H -0.20 -5.95 -2.40  0.474
H 2.20 -5.44 -1.79  0.485
H 3.04 -1.47 -0.37  0.127
H 4.87 -2.29 0.54  0.460
H 7.27 -3.32 0.46  0.415
H 7.37 -5.40 -1.13  0.445
H -4.25 -3.37 -2.20  0.460
C 2.50 0.18 -3.56  -1.404
C 2.77 1.05 -2.33  1.239
C 2.63 2.53 -2.70  -1.385
C 4.19 0.80 -1.81  -1.342
N 1.83 0.69 -1.30  -0.116
H 3.21 0.40 -4.35  0.481
H 1.49 0.35 -3.94  0.241
H 2.58 -0.88 -3.31  0.158
H 3.36 2.78 -3.48  0.455
H 2.83 3.16 -1.83  0.230
H 1.64 2.76 -3.08  0.360
H 4.93 1.11 -2.55  0.535
H 4.36 -0.26 -1.60  0.238
H 4.36 1.36 -0.89  0.200
Cl 2.05 -2.34 2.29  -0.192
C 2.83 -0.76 2.32  1.505
C 2.35 0.27 1.53  -1.579
C 3.00 1.48 1.71  1.347
Cl 2.43 2.89 0.86  -0.227
C 4.08 1.67 2.57  -0.086
Cl 4.84 3.20 2.74  -0.194
C 4.56 0.58 3.31  0.285
Cl 5.91 0.76 4.35  -0.203
C 3.92 -0.65 3.18  0.050
Cl 4.50 -2.00 4.09  -0.189

---

- Look up the E_tot of the fourth one.
  -147415.80798 eV

---

- What is the formula in the second record?
  C42H30BiN6P2Se2

---

- What is the maximum force in the second record?
  0.0087 Eh/bohr